C2H6I2N3 | ωB97M-V/def2-TZVPD

```
! wB97M-V def2-TZVPD RIJCOSX def2/J DEFGRID3
* xyz 1 1
C 2.01215 1.29353 0.79355
C -0.60660 -0.75929 -1.75547
N 2.62596 2.27204 0.54474
N -0.29881 -1.24236 -0.62993
N 1.29671 0.27675 1.13717
I -0.59116 -3.07871 0.05251
I -4.02717 0.21451 0.20660
H -0.37332 0.26736 -2.09212
H -1.20136 -1.38782 -2.45944
H -4.17450 -0.63685 1.44644
H 3.21220 3.07510 0.39875
H 0.71547 -0.17443 0.35334
H 1.41044 -0.11982 2.00386
*
```

The frontier orbital gap is 8.807 eV. The largest force on an atom is 4.33 eV/Å. As for the HOMO energy: -12.5795 eV.

=====

C2H6I2N3 | ωB97M-V/def2-TZVPD

```
! wB97M-V def2-TZVPD RIJCOSX def2/J DEFGRID3
* xyz 1 1
C -0.18320 0.05612 -0.87610
C 0.63863 -0.10549 1.45397
N 0.65797 -0.82148 -1.27650
N 0.28151 0.93069 0.47570
N -1.41571 0.33497 -1.12113
I 1.71650 2.14896 -0.21744
I -2.60963 1.73681 -0.10382
H 0.68789 0.42787 2.40140
H -0.10764 -0.86111 1.54930
H 1.56040 -0.75464 1.35130
H 1.50737 -0.93056 -0.83523
H 0.35739 -1.54371 -1.85798
H -1.85256 0.16896 -1.99664
*
```

The frontier orbital gap is 7.911 eV. The largest force on an atom is 6.75 eV/Å. As for the HOMO energy: -13.0372 eV.

=====

C2H6IN2O2 | ωB97M-V/def2-TZVPD

```
! wB97M-V def2-TZVPD RIJCOSX def2/J DEFGRID3
* xyz 1 1
N 0.25119 0.05108 -1.62328
C 0.50589 -0.06111 -0.28589
O 0.18315 -1.60266 0.25933
I 1.04920 -2.94544 -0.83566
C -0.48794 0.66219 0.61361
N -0.33454 0.31888 1.88449
O -1.27823 1.62978 0.15530
H -0.66085 -0.28720 -2.02684
H 0.96298 -0.07286 -2.31215
H 1.62826 0.16535 -0.00159
H -0.00897 -0.70744 2.05709
H -0.78146 0.71463 2.77148
H -1.02868 2.13481 -0.65587
*
```

The frontier orbital gap is 7.947 eV. The largest force on an atom is 2.86 eV/Å. The SMILES is N[C@H](OI)C(=[NH2+])O. As for the HOMO energy: -12.8796 eV.